The following is a quantum chemistry calculation of C16H44CrN3O10S5 as an isolated structure, from the Open Molecules 2025 dataset.

Calculated values
Spin multiplicity: 9
Net charge: +1
Energy relative to the best compared isomer or geometry (same formula, charge and spin), kcal/mol: 0.00
HOMO (spin up / spin down), eV: -5.51 / -10.48
E, a.u.: -4587.38961
HOMO-LUMO gap (spin up / spin down), eV: 3.7 / 3.8

The geometry in XYZ format:
```
79
Properties=species:S:1:pos:R:3:forces:R:3
Cr 0.3376 0.2048 -0.1109 -0.490 -0.533 0.221
N 2.9732 -1.3371 -1.7305 -0.528 0.125 -0.213
O 2.9892 -2.2210 -2.7087 0.315 0.653 0.965
O 1.9157 -0.6011 -1.5111 0.829 -0.288 -0.823
O 4.0425 -1.2653 -0.9876 -0.344 -0.334 -0.558
C 1.0340 0.8692 4.2456 -0.796 -0.395 0.020
C 1.6697 0.2007 3.0497 -0.310 0.308 -1.039
O 1.1261 0.1910 1.9473 0.383 -0.138 1.437
N 2.9095 -0.2851 3.2363 0.421 -0.249 0.229
C 3.7632 -0.8078 2.1660 -0.071 0.163 0.628
H 1.5259 1.8182 4.4469 0.081 -0.016 0.212
H 0.9994 0.2267 5.1280 0.491 0.117 0.067
H -0.0171 1.0543 4.0215 0.135 0.161 -0.266
H 3.2825 -0.2233 4.1685 0.096 -0.065 -0.036
H 4.4343 -0.0266 1.8084 -0.061 -0.034 -0.255
H 3.1495 -1.1822 1.3598 -0.095 0.143 -0.212
H 4.3781 -1.6184 2.5547 -0.067 -0.030 0.036
C -3.3380 -0.5396 2.6098 -0.076 -0.349 0.189
C -2.5139 -0.9594 1.4223 0.828 0.304 0.160
O -1.5311 -0.2978 1.0939 -1.158 -0.013 0.222
N -2.8334 -2.1156 0.8009 0.980 0.773 -0.546
C -3.8973 -2.9932 1.1353 -0.435 -0.931 0.254
H -4.2981 -0.1079 2.3256 -0.018 0.025 -0.072
H -2.7517 0.1733 3.1784 -0.033 0.122 -0.009
H -3.5462 -1.3994 3.2472 -0.079 0.072 0.072
H -2.1938 -2.3050 0.0309 -0.246 -0.046 0.302
H -4.8777 -2.6479 0.8068 -0.062 0.023 -0.065
H -3.9440 -3.1889 2.2081 -0.037 0.128 0.015
H -3.6977 -3.9689 0.6905 -0.122 0.066 -0.151
C 2.8205 3.3917 1.6950 -0.370 0.796 0.294
S 3.0095 2.7381 0.0382 -0.770 -1.355 0.394
O 1.8923 1.6871 -0.0246 1.658 1.376 -0.865
C 2.4750 4.1741 -0.8885 -0.093 0.501 0.438
H 3.2695 2.7583 2.4575 0.078 -0.306 -0.337
H 1.7417 3.4815 1.8880 0.220 -0.115 -0.160
H 3.2829 4.3778 1.7654 0.054 -0.020 -0.060
H 1.4820 4.4711 -0.5460 -0.076 -0.175 -0.122
H 2.5054 3.9613 -1.9499 -0.032 -0.201 -0.065
H 3.1734 4.9837 -0.6673 0.059 -0.050 -0.075
C -2.2796 3.3465 2.3361 -0.016 0.263 0.629
S -1.7261 3.3079 0.6334 0.020 -0.247 0.103
O -0.5793 2.3583 0.6129 0.056 0.501 0.107
C -3.1425 2.4288 -0.0345 -0.466 0.074 -0.088
H -2.7691 2.4193 2.6252 -0.070 -0.027 -0.172
H -2.9164 4.2112 2.5310 -0.119 -0.100 -0.153
H -1.3925 3.4497 2.9634 0.099 0.077 -0.215
H -2.8321 1.9470 -0.9603 0.109 -0.008 0.014
H -3.9458 3.1398 -0.2407 0.084 0.054 -0.003
H -3.5102 1.6811 0.6641 0.191 -0.109 -0.018
C -0.0790 -2.0369 -3.9030 -1.506 -0.437 0.244
S -1.0023 -2.4033 -2.3295 1.472 1.427 -0.402
O -1.1103 -1.0050 -1.7363 -0.963 -1.251 -0.390
C -2.5832 -2.8545 -3.0840 0.425 0.807 -0.253
H 0.1121 -2.9896 -4.3865 0.343 0.017 -0.180
H 0.8056 -1.4459 -3.7058 0.209 -0.348 0.480
H -0.7818 -1.4486 -4.5062 0.089 -0.135 0.034
H -2.4356 -3.7162 -3.7310 -0.032 -0.128 0.090
H -2.8781 -1.9861 -3.6742 -0.249 -0.094 -0.023
H -3.3046 -3.0419 -2.2966 -0.046 -0.122 0.068
C 2.3696 -3.8838 0.0360 -0.230 -0.214 -0.261
S 1.1005 -3.2694 1.1545 -0.088 0.109 -0.300
O 0.4655 -2.1064 0.4538 -0.034 -0.690 0.225
C -0.0262 -4.6567 0.9168 0.322 -0.027 0.091
H 3.3068 -3.3776 0.2412 0.091 -0.020 -0.008
H 2.0582 -3.6603 -0.9882 -0.040 0.143 0.123
H 2.4480 -4.9669 0.1247 0.245 0.054 0.233
H -0.2844 -4.6837 -0.1407 -0.088 -0.051 -0.010
H -0.8989 -4.5264 1.5496 -0.081 0.114 -0.019
H 0.5078 -5.5592 1.2138 -0.128 -0.072 -0.019
C 1.0158 1.6951 -4.2718 0.195 -0.242 -0.604
S -0.5185 1.6747 -3.3590 0.059 1.051 -2.176
O -0.1611 1.4008 -1.9529 0.460 -0.435 2.074
C -0.8651 3.4318 -3.4651 -0.777 0.179 0.724
H 1.4848 0.7172 -4.2080 0.026 -0.071 0.135
H 1.6866 2.4615 -3.8902 -0.038 0.001 0.314
H 0.7940 1.9307 -5.3161 -0.071 -0.110 0.079
H -0.1409 3.9607 -2.8424 0.263 -0.132 -0.235
H -1.8234 3.5721 -2.9566 -0.040 0.016 -0.283
H -0.9109 3.8125 -4.4785 0.065 -0.031 -0.180
```
Forces are in eV/Å.

---

The following is a quantum chemistry calculation of C11H14NO as an isolated structure, from the Open Molecules 2025 dataset.

Calculated values
Net charge: +1
Energy relative to the best compared isomer or geometry (same formula, charge and spin), kcal/mol: 21.79
HOMO, eV: -11.95
E, a.u.: -557.20084
HOMO-LUMO gap, eV: 8.5

The geometry in XYZ format:
```
27
Properties=species:S:1:pos:R:3:forces:R:3
C 1.7720 -1.7387 -1.6647 0.475 0.324 -0.929
C 0.9477 -1.0146 -2.5931 -0.563 -0.615 1.311
C 1.5239 -1.7630 -0.2998 -1.757 1.786 -0.930
C -0.1644 -0.3620 -2.1033 -1.179 0.319 0.951
C 0.3950 -1.0040 0.1083 1.800 -1.299 3.196
C -0.4261 -0.3539 -0.7106 -0.198 1.863 -2.994
C -0.6660 2.7009 -1.1196 1.508 -1.759 -2.696
C -1.5864 1.9463 -0.5458 -1.088 1.271 0.488
C -0.4159 0.7540 1.5745 -0.475 -1.167 -3.785
C 0.0000 -0.7209 1.5879 -0.118 1.582 -0.396
C -1.4699 0.5719 -0.1376 3.666 -2.015 3.472
N 1.1577 -0.8715 2.5811 -1.443 -0.685 2.464
O -2.4839 -0.2473 0.2222 -2.697 1.054 -0.261
H 2.6832 -2.2060 -2.0419 -0.320 0.017 0.041
H 1.0693 -0.9837 -3.6600 0.661 -0.280 -0.165
H 2.1984 -2.1095 0.4515 0.481 -0.687 -0.038
H -0.9444 0.2053 -2.6525 1.099 -0.539 -0.373
H -0.8094 3.7103 -1.4573 -0.173 0.381 0.540
H 0.1762 2.1593 -1.6851 -0.926 1.004 1.310
H -2.4548 2.4473 -0.1357 -0.335 0.051 -0.020
H -0.8911 1.2738 2.3429 -1.278 0.091 1.533
H 0.3180 1.4376 1.1634 0.617 -0.325 -0.052
H -0.7904 -1.4095 1.8698 -0.072 0.065 0.412
H 0.8660 -0.7612 3.6504 0.389 0.058 -2.902
H 1.7903 -0.1040 2.3581 0.650 -0.482 0.076
H 1.5130 -1.8384 2.5532 0.653 0.618 -0.286
H -3.3081 0.2814 0.3436 0.621 -0.631 0.033
```
Forces are in eV/Å.

---

The following is a quantum chemistry calculation of C28H20F3NSSbTcTe as an isolated structure, from the Open Molecules 2025 dataset.

Calculated values
Spin multiplicity: 2
Net charge: +1
Energy relative to the best compared isomer or geometry (same formula, charge and spin), kcal/mol: 5.12
HOMO (spin up / spin down), eV: -11.01 / -11.23
E, a.u.: -2420.35693
HOMO-LUMO gap (spin up / spin down), eV: 6.3 / 6.3

The geometry in XYZ format:
```
56
Properties=species:S:1:pos:R:3:forces:R:3
Tc -0.7812 -1.2021 0.1028 0.884 -1.957 0.923
C -2.5037 -0.9141 2.7826 -0.050 -0.059 -0.120
C -3.2116 -1.7913 1.7951 0.137 0.062 0.014
C -4.4012 -2.4451 2.1495 -0.071 -0.108 0.018
C -5.0190 -3.2785 1.2574 0.102 0.096 0.009
C -4.4853 -3.4311 -0.0388 0.185 0.080 0.042
C -5.0743 -4.2461 -1.0293 -0.079 -0.059 -0.102
C -4.5158 -4.3303 -2.2746 -0.111 -0.066 0.059
C -3.3626 -3.5911 -2.5907 0.107 0.123 0.121
C -2.7659 -2.7903 -1.6466 -0.051 -0.002 -0.030
S -1.3486 -1.8088 -2.0122 0.616 0.265 0.933
C -3.3064 -2.7197 -0.3458 -0.250 -0.248 -0.175
N -2.6641 -1.9519 0.5930 -0.544 0.318 -0.221
H -3.2093 -0.5120 3.5067 0.028 0.043 0.009
H -2.0085 -0.0785 2.2768 0.018 0.015 0.050
H -1.7409 -1.4832 3.3167 0.004 0.004 0.020
H -4.8029 -2.2855 3.1402 -0.008 -0.019 -0.004
H -5.9197 -3.8138 1.5311 -0.014 0.021 -0.005
H -5.9765 -4.7930 -0.7863 0.022 -0.017 -0.007
H -4.9618 -4.9642 -3.0286 -0.012 0.020 0.000
H -2.9370 -3.6479 -3.5842 -0.009 0.003 -0.007
Te 0.8356 -2.5898 1.4724 -0.930 0.830 -1.092
F 2.7076 3.2379 5.1928 0.020 0.010 0.033
C 2.4122 2.6259 4.0416 -0.043 -0.067 -0.113
C 3.4348 2.0845 3.2863 0.062 0.044 0.085
C 3.1217 1.4576 2.0900 -0.046 -0.051 -0.082
C 1.8021 1.3800 1.6582 -0.133 -0.178 -0.097
C 0.7926 1.9161 2.4542 0.007 -0.033 -0.065
C 1.0877 2.5491 3.6493 -0.018 0.031 0.041
Sb 1.2774 0.4228 -0.1719 0.340 1.026 -0.277
C 0.4783 2.0624 -1.2811 0.165 -0.254 0.041
C -0.7223 2.6032 -0.8272 0.036 0.016 0.001
C -1.3500 3.6226 -1.5225 0.000 0.069 -0.058
C -0.7638 4.0743 -2.6917 0.034 -0.094 0.086
F -1.3653 5.0529 -3.3762 -0.005 0.030 -0.018
C 0.4154 3.5435 -3.1785 0.021 0.067 -0.095
C 1.0359 2.5284 -2.4665 0.002 -0.033 0.084
C 3.2154 0.1094 -0.9602 -0.435 -0.006 -0.010
C 4.0008 1.2301 -1.2226 0.014 -0.015 0.039
C 5.2826 1.0782 -1.7222 0.066 0.007 -0.019
C 5.7582 -0.2041 -1.9410 -0.144 0.030 0.042
F 6.9939 -0.3552 -2.4222 0.046 -0.017 -0.008
C 5.0004 -1.3304 -1.6793 0.073 -0.082 -0.004
C 3.7135 -1.1670 -1.1907 -0.056 0.048 -0.008
H 4.4557 2.1586 3.6361 -0.012 0.002 0.003
H 3.9162 1.0262 1.4943 0.038 0.028 0.031
H -0.2433 1.8471 2.1407 -0.028 0.047 0.043
H 0.3155 2.9804 4.2716 0.018 0.003 0.011
H -1.1838 2.2336 0.0825 -0.029 0.027 0.008
H -2.2725 4.0703 -1.1793 -0.010 -0.023 -0.005
H 0.8332 3.9263 -4.1000 -0.015 -0.006 0.004
H 1.9576 2.1011 -2.8421 -0.019 0.032 -0.052
H 3.6198 2.2248 -1.0199 0.043 0.014 -0.045
H 5.9145 1.9285 -1.9400 0.001 -0.007 0.012
H 5.4190 -2.3118 -1.8564 0.001 0.015 -0.028
H 3.1001 -2.0388 -0.9932 0.032 -0.024 -0.016
```
Forces are in eV/Å.

---

The following is a quantum chemistry calculation of C16H23BBeN6 as an isolated structure, from the Open Molecules 2025 dataset.

Calculated values
Energy relative to the best compared isomer or geometry (same formula, charge and spin), kcal/mol: 153.53
HOMO (spin up / spin down), eV: -4.43 / -3.74
E, a.u.: -991.40940
HOMO-LUMO gap (spin up / spin down), eV: 4.5 / 3.6

The geometry in XYZ format:
```
47
Properties=species:S:1:pos:R:3:forces:R:3
H -0.9958 -1.5265 -2.3530 0.120 0.006 0.134
N -0.1486 0.2277 -1.5281 -0.014 0.328 -0.548
B 0.6706 2.5758 -1.1466 -1.348 -1.267 -0.471
N 0.1030 1.4645 -2.0711 -0.023 -0.783 0.166
C -0.2771 1.5141 -3.3538 -0.155 -0.790 -0.082
Be 0.9431 0.2444 1.2293 -4.117 -3.112 1.822
H -0.1237 2.4140 -3.9230 -0.100 0.022 -0.154
C -0.7899 0.2646 -3.6876 0.186 0.380 0.425
H -1.1894 -0.0305 -4.6274 -0.165 -0.165 -0.476
C -0.6863 -0.5059 -2.5085 0.302 1.361 -0.097
H 0.9841 3.5645 -1.7216 0.242 0.083 -0.112
C 1.4842 -1.6703 2.6319 1.183 -0.234 1.105
H 2.1749 -2.4962 2.3950 -0.318 -0.093 -0.221
H 1.1325 -1.8342 3.6654 -0.139 0.021 -0.391
H 2.1014 -0.7548 2.7043 0.057 -0.401 0.223
N 1.9539 1.8141 -0.5371 0.497 -0.735 1.133
N -0.5213 2.8146 -0.1481 2.015 -0.077 0.138
N 1.9848 0.7061 0.3494 4.340 2.506 -3.728
N -0.4672 1.9173 0.8820 1.090 -0.654 -0.606
C 3.1414 1.8595 -1.1609 -0.341 -0.417 0.741
C -1.6853 3.4597 -0.0353 -0.807 0.360 0.147
H 3.3200 2.6276 -1.8874 0.079 0.089 -0.145
H -1.9547 4.2562 -0.7164 -0.014 -0.287 -0.006
C 3.9585 0.8259 -0.7092 0.184 0.046 -0.155
C -2.3784 2.9591 1.0698 0.364 0.205 -0.295
C 3.2178 0.1281 0.2376 -0.513 0.846 -0.712
C -1.5694 1.9900 1.6506 -0.850 0.168 0.358
H 4.9668 0.6173 -1.0493 -0.284 0.024 0.164
H -3.3482 3.2624 1.4022 -0.221 0.064 0.037
H 3.5059 -0.7545 0.8036 -0.297 0.362 -0.045
H -1.7217 1.2936 2.4443 -0.074 -0.138 0.300
H 0.5007 1.7606 1.1237 -0.456 1.421 1.235
C -2.8227 -2.5807 0.1488 -0.404 0.001 -0.137
C -1.6277 -3.0553 0.9778 0.171 0.009 -0.391
C -2.1468 -3.5767 2.3234 0.013 0.043 0.294
C -0.9615 -4.2040 0.2051 0.161 -0.182 -0.050
C -0.6603 -1.9584 1.2128 -0.248 -0.382 0.221
C 0.3699 -1.3979 1.6668 -0.325 1.042 0.132
H -3.5180 -3.4262 0.0176 0.100 0.265 -0.038
H -2.4994 -2.2355 -0.8441 -0.160 -0.021 0.360
H -3.3511 -1.7674 0.6644 0.140 -0.146 -0.221
H -2.8264 -4.4245 2.1517 0.144 0.198 0.031
H -1.3197 -3.9160 2.9610 -0.205 0.082 -0.116
H -2.7045 -2.7889 2.8478 0.176 -0.194 -0.052
H -0.6745 -3.8661 -0.8012 0.028 -0.128 0.279
H -0.0702 -4.5708 0.7325 -0.200 0.091 -0.171
H -1.6735 -5.0374 0.0998 0.185 0.184 -0.023
```
Forces are in eV/Å.

---

| no. | largest force on an atom (eV/Å) |
| --- | --- |
| 1 | 2.42 |
| 2 | 5.44 |
| 3 | 2.34 |
| 4 | 6.25 |